(1)
113
Properties=species:S:1:pos:R:3:forces:R:3 method="wB97M-V/def2-TZVPD" charge=+1 lumo_ev=-2.853 orbital_gap_ha=0.28763
Sr 0.058816 0.173536 -0.060676 -0.680 -0.200 0.294
C -0.582908 1.178464 3.600995 -0.009 0.086 -0.009
C -1.152150 -0.197133 3.806388 0.056 -0.057 0.019
C -0.877650 -0.927389 4.957743 -0.022 0.001 0.007
C -1.400247 -2.199466 5.135750 -0.005 0.033 -0.001
C -2.212604 -2.756196 4.160099 -0.004 -0.008 -0.013
C -2.512297 -2.060813 2.992779 -0.002 -0.022 0.118
C -3.373331 -2.667845 1.921343 -0.018 -0.005 -0.046
C -1.972851 -0.783214 2.841097 0.059 -0.019 -0.145
N -2.159670 -0.100486 1.600373 0.167 0.027 -0.033
C -3.152831 0.667269 1.421698 -0.178 0.176 -0.142
C -4.222305 0.956043 2.428704 0.007 0.001 0.030
C -3.254421 1.362530 0.069645 0.129 -0.142 0.144
C -4.609345 1.783025 -0.404422 0.009 0.035 0.014
N -2.164069 1.506584 -0.564800 -0.036 0.025 -0.085
C -2.121196 2.122601 -1.857283 -0.058 -0.012 0.129
C -1.971243 1.297890 -2.972134 0.015 0.054 -0.063
C -1.873255 -0.199796 -2.841755 0.001 -0.053 0.005
C -1.877949 1.901288 -4.221075 0.015 0.014 -0.010
C -1.903139 3.280160 -4.347546 -0.013 -0.048 -0.019
C -2.016012 4.076336 -3.219767 0.003 0.015 0.061
C -2.126051 3.515210 -1.952881 0.007 -0.006 -0.084
C -2.218136 4.377403 -0.725312 0.001 0.012 0.040
H 0.024732 1.483577 4.451453 -0.006 -0.023 0.007
H -1.364460 1.929061 3.458172 0.004 -0.024 0.003
H 0.075406 1.223315 2.726241 -0.022 -0.001 0.017
H -0.245527 -0.486554 5.719400 0.001 0.000 0.009
H -1.179962 -2.754050 6.038272 0.003 -0.001 -0.005
H -2.623869 -3.748796 4.299882 0.005 0.004 0.000
H -3.596748 -3.707187 2.155800 -0.006 -0.011 -0.002
H -2.877135 -2.638800 0.947518 -0.008 0.001 -0.003
H -4.325237 -2.140642 1.816368 0.014 0.018 0.009
H -4.023420 0.455076 3.373472 -0.003 0.007 -0.023
H -5.197080 0.638790 2.056315 -0.022 -0.011 -0.008
H -4.284799 2.032919 2.600660 -0.006 0.004 0.005
H -5.292951 0.932353 -0.375809 -0.006 -0.011 -0.015
H -4.566174 2.178178 -1.416070 0.003 -0.008 -0.004
H -5.026040 2.546032 0.255347 -0.005 0.006 0.013
H -2.513898 -0.606118 -2.056402 0.014 0.007 -0.001
H -0.838399 -0.510471 -2.649440 0.012 0.002 0.007
H -2.149397 -0.684914 -3.776946 -0.025 0.010 -0.001
H -1.776634 1.277103 -5.100327 0.002 0.006 -0.005
H -1.824049 3.735159 -5.325411 0.002 0.001 -0.002
H -2.013521 5.154836 -3.317949 -0.003 -0.002 0.004
H -2.064842 5.423734 -0.981099 -0.002 -0.002 -0.012
H -1.463017 4.097428 0.012489 0.001 -0.009 -0.011
H -3.194090 4.298777 -0.240641 -0.013 -0.007 -0.004
O 1.718873 1.848768 -0.549855 0.240 0.162 -0.057
C 2.390244 0.897892 -1.040372 0.023 0.008 0.020
O 1.857723 -0.034779 -1.702998 0.152 -0.030 -0.118
C 3.824736 0.748935 -0.620067 -0.015 0.018 -0.080
C 4.873912 1.093159 -1.460268 0.083 -0.013 0.048
C 6.181036 0.954840 -1.017966 -0.057 0.012 -0.030
C 6.441217 0.472602 0.258252 0.008 -0.001 0.015
C 5.392359 0.120538 1.091763 0.053 -0.033 0.051
C 4.075332 0.244088 0.658386 -0.089 -0.013 -0.015
P 2.659895 -0.185824 1.743558 0.112 -0.025 -0.075
C 3.020151 0.838978 3.210011 -0.020 0.009 0.037
C 3.564653 0.364154 4.398049 0.040 -0.024 0.032
C 3.810603 1.235026 5.452720 -0.017 0.028 -0.027
C 3.522731 2.585333 5.323887 -0.008 -0.010 0.010
C 2.989255 3.068643 4.135029 0.014 -0.002 0.019
C 2.733904 2.199861 3.087465 0.008 0.025 -0.040
C 2.958311 -1.902942 2.273870 0.036 -0.002 0.040
C 2.281445 -2.373003 3.402413 -0.051 0.037 0.016
C 2.426457 -3.686182 3.817360 -0.054 -0.034 -0.039
C 3.219984 -4.561705 3.086012 -0.025 -0.019 -0.006
C 3.861919 -4.115130 1.941318 0.011 0.024 -0.004
C 3.739333 -2.790269 1.538833 -0.018 -0.011 0.012
H 4.668098 1.473188 -2.452463 -0.005 0.003 0.000
H 7.000266 1.229517 -1.669249 0.002 0.001 0.001
H 7.462273 0.375065 0.602276 -0.005 -0.005 0.011
H 5.598676 -0.250731 2.089434 -0.009 -0.008 -0.004
H 3.806946 -0.685431 4.508186 0.011 0.040 -0.003
H 4.237494 0.855856 6.372005 0.001 0.000 0.003
H 3.719670 3.262053 6.144941 0.000 0.003 -0.003
H 2.776190 4.123933 4.025038 -0.003 0.002 -0.003
H 2.329935 2.583953 2.154731 0.005 -0.024 -0.003
H 1.648916 -1.700580 3.974448 0.013 -0.045 -0.039
H 1.917309 -4.026145 4.710884 0.004 -0.004 -0.014
H 3.336849 -5.588314 3.408869 0.000 0.006 -0.002
H 4.478071 -4.792885 1.364515 -0.003 -0.002 0.000
H 4.262823 -2.450499 0.654842 0.014 0.026 -0.029
C -4.908791 -4.695258 -1.468939 -0.026 0.039 0.010
C -3.549427 -5.223953 -1.835675 0.041 -0.019 -0.019
C -2.743608 -4.569978 -2.760951 -0.016 0.037 -0.024
C -1.505961 -5.075963 -3.132344 -0.047 0.005 -0.001
C -1.033379 -6.240912 -2.546824 -0.035 -0.077 -0.063
N 0.233457 -6.785008 -2.885087 0.036 0.102 -0.036
C 1.371772 -6.088717 -3.227768 0.130 -0.167 0.335
O 2.244355 -6.571082 -3.914245 -0.066 0.055 -0.153
N 1.499895 -4.811533 -2.694211 -0.041 0.014 -0.110
C 0.977706 -4.338984 -1.481310 0.004 0.062 -0.013
C 0.767491 -5.152456 -0.375116 0.042 -0.053 0.060
C 0.252241 -4.592504 0.779244 0.028 0.036 0.016
C -0.026806 -3.237936 0.802599 -0.032 -0.102 -0.043
N 0.170791 -2.449993 -0.256193 0.133 0.103 0.006
C 0.666371 -2.990278 -1.369289 0.010 -0.001 0.037
C -1.823239 -6.905051 -1.614095 -0.010 0.027 -0.064
C -3.069974 -6.406497 -1.276972 -0.004 -0.025 0.036
H -5.101704 -3.736143 -1.949480 0.005 -0.006 -0.001
H -5.004644 -4.559326 -0.390522 0.010 -0.001 0.025
H -5.695996 -5.384874 -1.777290 0.009 -0.007 -0.009
H -3.102705 -3.660428 -3.229792 -0.001 -0.003 0.008
H -0.908022 -4.567092 -3.878609 -0.025 -0.016 0.023
H 0.262163 -7.736120 -3.217710 -0.030 -0.030 -0.010
H 2.268667 -4.303864 -3.102857 0.035 0.016 0.015
H 1.014394 -6.205720 -0.419951 -0.012 0.034 -0.012
H 0.087146 -5.194262 1.661348 0.001 -0.007 0.023
H -0.423479 -2.770338 1.694869 0.020 0.024 0.046
H 0.845815 -2.321396 -2.204604 0.005 -0.005 0.002
H -1.455725 -7.816315 -1.158231 0.005 -0.005 0.003
H -3.680196 -6.946471 -0.561808 0.001 0.011 -0.001


(2)
18
Properties=species:S:1:pos:R:3:forces:R:3 method="wB97M-V/def2-TZVPD" lumo_ev=0.560 orbital_gap_ha=0.33147
C 0.859459 -1.674854 0.049187 0.399 1.298 0.336
C 1.588235 -0.409906 -0.302911 0.961 -2.185 -0.695
C -0.363242 -1.756199 0.556038 -0.258 -1.478 0.479
C 1.081521 0.803477 -0.244548 -4.411 -1.227 -0.062
C -1.391562 -0.779930 0.529444 -2.196 1.694 -0.599
C -1.924955 -0.237485 -0.858048 -1.054 -1.020 -0.663
C -1.167940 0.596128 0.018443 4.591 0.889 0.400
C 1.591389 2.124268 0.062464 0.453 0.196 -4.123
F -3.308304 -0.007713 -0.821525 1.096 -0.192 -0.361
F -1.742267 1.654097 0.611225 0.001 0.141 0.040
H 1.491734 -2.511640 0.247873 0.416 -0.493 -0.347
H 2.665064 -0.740619 -0.598071 -1.513 1.569 0.791
H -0.697270 -2.683369 1.027964 0.389 0.004 -0.231
H -2.290346 -0.836051 1.167029 0.665 -0.347 -0.041
H -1.576165 -0.691872 -1.811667 -0.312 0.517 0.855
H 1.260226 2.359702 0.993892 -0.655 0.950 2.841
H 1.289811 2.973986 -0.675257 0.721 -1.608 1.192
H 2.634604 1.817975 0.048473 0.707 1.292 0.189


(3)
14
Properties=species:S:1:pos:R:3:forces:R:3 method="wB97M-V/def2-TZVPD" smiles="CCO[P@@]([O-])(=S)C(=O)[O-]" charge=-2 lumo_ev=6.205 orbital_gap_ha=0.21572
C 0.413366 0.785097 3.754046 1.510 -2.348 -0.417
C 0.399042 0.737873 0.199823 -0.972 -0.870 -1.810
C -0.542591 -0.332495 0.800522 -1.487 -0.557 -1.274
O 1.191214 1.184992 4.590418 1.273 0.613 1.274
O 1.110343 -2.062161 3.781900 -0.279 -0.134 -0.019
O -0.671943 1.157164 3.403535 -3.296 1.271 -1.125
O -0.017621 -1.358347 1.571794 1.365 0.852 2.818
P 1.046522 -0.883851 2.867447 1.534 0.357 -0.971
S 2.882979 -0.338052 1.932384 -1.052 -0.633 0.598
H 0.644052 1.739299 0.588602 -0.413 -0.838 0.388
H 1.271065 0.232636 -0.182800 0.755 -0.039 0.691
H -0.124438 0.773611 -0.766643 -0.273 1.320 -0.193
H -0.861459 -1.002800 -0.051416 0.016 1.158 -0.070
H -1.526521 0.089714 1.181459 1.320 -0.153 0.110


(4)
19
Properties=species:S:1:pos:R:3:forces:R:3 method="wB97M-V/def2-TZVPD" smiles=CCC.CC lumo_ev=1.078 orbital_gap_ha=0.43089
C 1.707066 -1.400844 -1.634583 1.964 -2.197 -0.713
C 2.628945 -0.700763 -0.503101 0.522 0.618 -5.992
H 1.658540 -2.538244 -1.544349 -0.469 1.352 1.133
H 0.760177 -0.953712 -1.627878 -1.557 0.290 0.112
H 1.964527 -1.530694 -2.730477 0.662 1.485 0.985
H 3.546333 -1.301652 -0.480189 -0.426 0.511 1.343
H 1.933433 -0.395940 0.175157 -1.213 -0.597 3.329
H 2.840223 0.370695 -0.849098 0.502 -1.457 -0.199
C -2.203510 0.748796 0.857486 1.256 0.903 0.618
C -1.357540 -0.458719 0.996844 0.614 -2.439 1.925
C -1.340899 1.988012 0.646687 3.237 -0.260 -4.041
H -2.931933 0.754304 0.066835 -0.405 -0.528 -0.181
H -2.669620 0.921874 1.780254 -1.236 0.097 1.265
H -1.091668 -0.770708 -0.036609 0.768 -0.221 1.072
H -0.139563 1.985942 0.668174 -2.425 -1.062 0.556
H -1.816106 -1.343850 1.583594 -0.075 1.124 -1.526
H -0.538469 -0.268697 1.805105 -0.646 0.020 -2.188
H -1.393012 2.158007 -0.535492 -0.367 0.948 2.620
H -1.556924 2.736194 1.361639 -0.708 1.410 -0.118